1.
C8H10Cl3GeN4S2V | the ωB97M-V functional and the def2-TZVPD basis

```
29
Properties=species:S:1:pos:R:3:forces:R:3:lowdin_spin:R:1
V 0.437 -1.336 -0.470 -0.08 -1.90 -1.11 1.20
C -1.825 2.122 0.247 0.06 -0.19 0.05 -0.02
C -0.798 1.063 0.018 -0.21 0.90 0.18 -0.13
N -1.031 -0.217 -0.161 -0.89 0.82 0.07 -0.01
N -2.299 -0.709 -0.186 -1.53 0.13 -0.10 0.01
C -2.526 -1.989 -0.567 -0.11 0.23 0.20 0.00
N -3.787 -2.434 -0.610 0.05 0.30 -0.01 0.00
S -1.249 -3.005 -0.936 0.15 -0.50 0.15 0.01
C 0.608 1.371 0.077 -0.34 0.26 0.07 -0.02
C 1.148 2.657 0.187 0.06 -0.12 -0.05 -0.03
C 2.518 2.811 0.268 -0.29 -0.29 0.00 -0.01
C 3.319 1.672 0.293 -0.18 -0.29 -0.01 -0.03
C 2.718 0.432 0.167 1.07 0.27 0.14 0.00
N 1.405 0.275 0.030 0.35 1.31 0.67 -0.03
H -2.801 1.848 -0.144 -0.09 0.13 -0.07 0.00
H -1.520 3.048 -0.233 -0.11 0.01 -0.08 0.00
H -1.924 2.327 1.315 -0.09 0.02 0.06 -0.01
H -3.088 -0.077 -0.052 0.39 -0.14 0.03 0.00
H -4.590 -1.846 -0.458 0.05 0.02 0.02 0.00
H -3.955 -3.389 -0.884 0.09 0.08 0.01 0.00
H 0.506 3.523 0.192 -0.07 0.03 0.02 0.00
H 2.951 3.797 0.319 0.07 0.11 0.06 0.00
H 4.388 1.739 0.410 0.08 -0.02 -0.05 0.00
H 3.309 -0.476 0.184 -0.02 0.12 -0.10 0.00
Cl 0.897 -4.658 1.312 -0.15 -0.84 0.21 0.01
Ge 0.963 -2.568 1.568 0.04 0.05 0.03 0.05
Cl 2.951 -2.315 2.266 0.65 0.09 0.50 0.01
Cl 2.172 -2.472 -1.528 1.48 -1.48 0.15 0.02
S 1.102 -1.193 -2.621 -0.45 0.92 -1.04 -0.02
```
Forces are in eV/Å.

Computed properties:
LUMO energy (alpha / beta) in eV: -4.62 / -4.78
Spin multiplicity: 2
Total charge: +1
Frontier orbital gap (alpha / beta) in eV: 6.36 / 5.25



2.
C28H42ClGe2N2O2SSe2Tl | the ωB97M-V functional and the def2-TZVPD basis

```
81
Properties=species:S:1:pos:R:3:forces:R:3:lowdin_charge:R:1
Tl 0.507 -0.095 -0.323 0.40 0.05 -0.16 0.08
C 1.936 0.194 4.854 0.01 -0.02 0.00 -0.19
C 1.818 0.616 3.389 0.03 0.01 -0.02 -0.38
Ge 0.493 -0.348 2.258 -0.14 -0.08 0.09 0.72
C -1.287 -0.593 3.126 -0.02 -0.01 -0.01 -0.36
C -1.323 -0.882 4.627 0.01 0.00 -0.01 -0.19
C 1.225 -2.199 2.302 -0.04 0.00 0.00 -0.25
C 1.449 -3.105 1.331 -0.04 0.05 -0.02 -0.32
Ge 0.930 -2.661 -0.577 -0.03 -0.08 0.01 0.78
C 2.322 -2.939 -1.981 0.01 0.01 0.01 -0.39
C 2.973 -4.277 -2.334 0.02 0.00 0.02 -0.19
C -0.703 -3.699 -1.031 -0.01 0.03 0.02 -0.40
C -0.667 -5.226 -1.100 -0.01 0.00 0.00 -0.19
C 2.006 -4.453 1.687 0.04 -0.04 -0.03 -0.21
C 2.160 -5.426 0.701 -0.03 -0.01 0.02 -0.07
C 2.667 -6.690 0.973 -0.01 0.00 0.00 -0.09
C 3.042 -7.028 2.263 0.00 0.01 0.00 -0.12
C 2.898 -6.078 3.267 -0.01 0.01 0.00 -0.11
C 2.392 -4.820 2.984 0.04 0.01 0.00 -0.05
H 2.822 0.635 5.325 0.00 0.00 0.00 0.06
H 2.027 -0.890 4.958 0.00 0.01 0.00 0.05
H 1.069 0.503 5.439 0.01 0.00 -0.01 0.04
H 2.760 0.441 2.862 0.00 0.00 0.00 0.01
H 1.644 1.691 3.320 -0.04 -0.01 0.02 0.03
H -1.721 -1.432 2.573 -0.01 0.01 0.00 0.06
H -1.914 0.272 2.898 0.05 -0.02 0.01 0.03
H -0.644 -1.693 4.904 0.00 0.00 -0.01 0.05
H -2.328 -1.170 4.956 0.00 0.00 0.00 0.05
H -1.036 -0.002 5.205 -0.01 -0.01 -0.01 0.05
H 1.471 -2.508 3.323 0.01 0.00 -0.02 0.03
H 3.095 -2.203 -1.745 -0.01 0.00 0.01 0.00
H 1.803 -2.550 -2.865 0.00 -0.01 0.00 0.06
H 3.606 -4.647 -1.525 0.00 0.01 0.00 0.05
H 3.612 -4.170 -3.217 -0.01 0.00 -0.01 0.06
H 2.239 -5.055 -2.562 -0.01 0.00 0.01 0.05
H -1.036 -3.277 -1.981 0.01 -0.01 0.00 0.02
H -1.463 -3.375 -0.316 0.01 0.01 0.00 0.04
H 0.088 -5.589 -1.804 0.00 0.00 0.00 0.04
H -1.632 -5.625 -1.432 0.00 0.00 0.00 0.06
H -0.446 -5.675 -0.129 0.00 0.00 0.00 0.05
H 1.864 -5.190 -0.309 0.00 0.01 -0.01 0.05
H 2.765 -7.408 0.167 0.00 0.00 0.01 0.10
H 3.440 -8.011 2.486 0.00 0.00 0.00 0.09
H 3.186 -6.317 4.285 0.00 0.00 0.00 0.09
H 2.303 -4.110 3.795 0.02 0.00 -0.01 0.09
O 2.145 1.161 -4.528 -0.02 -0.02 -0.01 -0.12
C 2.941 0.886 -3.366 0.02 -0.01 0.01 -0.25
C 3.162 2.120 -2.492 -0.02 0.00 -0.01 -0.58
C 3.970 3.155 -3.300 -0.02 0.00 -0.02 -0.24
O 3.317 3.640 -4.467 0.03 0.01 0.02 -0.09
C 4.044 1.758 -1.290 0.02 0.07 -0.02 -0.60
Se 3.493 0.275 -0.116 -0.14 0.00 0.02 0.47
C 1.846 2.795 -2.042 -0.02 0.02 -0.02 -0.51
Se 0.152 1.787 -2.073 -0.03 -0.04 -0.02 0.53
H 1.228 1.195 -4.191 0.02 0.01 0.01 0.01
H 3.906 0.519 -3.727 0.01 0.00 0.01 0.13
H 2.485 0.093 -2.773 -0.01 0.00 -0.01 0.05
H 4.933 2.698 -3.573 0.01 0.01 0.00 0.11
H 4.185 4.022 -2.666 -0.02 0.01 -0.01 0.12
H 2.806 2.885 -4.809 -0.01 -0.02 0.00 0.06
H 4.138 2.655 -0.673 0.03 -0.01 0.00 0.05
H 5.048 1.514 -1.652 -0.01 -0.05 0.00 0.04
H 1.619 3.611 -2.728 0.05 0.04 0.02 0.05
H 1.990 3.229 -1.052 -0.03 -0.06 0.03 0.06
N -3.969 1.429 -0.269 -0.06 0.05 -0.02 0.07
C -3.419 1.975 0.827 0.04 -0.07 0.09 -0.68
N -2.157 2.175 1.011 -0.09 0.11 -0.04 0.11
C -1.923 2.780 2.223 0.03 0.05 0.03 -0.34
C -0.661 3.121 2.705 0.00 0.00 -0.01 -0.03
C -0.545 3.684 3.964 -0.01 0.00 -0.01 -0.10
C -1.671 3.928 4.752 -0.01 -0.01 -0.01 -0.12
C -2.938 3.609 4.282 0.02 0.00 0.01 -0.12
C -3.051 3.040 3.023 0.00 -0.02 -0.02 -0.50
S -4.474 2.510 2.169 -0.02 -0.01 -0.02 1.01
H -3.349 0.847 -0.872 0.03 -0.01 0.03 -0.10
H -4.908 1.081 -0.185 0.01 -0.01 0.01 0.08
H 0.201 2.918 2.081 -0.01 0.01 0.01 0.11
H 0.438 3.931 4.347 0.00 0.00 0.00 0.10
H -1.559 4.363 5.737 0.00 0.00 0.00 0.09
H -3.816 3.793 4.890 0.00 0.00 0.00 0.09
Cl -2.359 -0.678 -1.834 -0.02 -0.02 0.05 -0.28
```
Forces are in eV/Å.

Computed properties:
LUMO energy in eV: 3.94
Energy relative to the best compared isomer or geometry (same formula, charge and spin) in kJ/mol: 0.0
Total charge: -2
Frontier orbital gap in eV: 5.30



3.
C34H102N4O15 | the ωB97M-V functional and the def2-TZVPD basis

```
155
Properties=species:S:1:pos:R:3:forces:R:3:lowdin_charge:R:1
O -3.289 3.280 2.807 0.24 -0.16 -0.02 -0.07
H -2.627 2.954 2.161 0.09 0.36 0.22 0.00
H -2.996 4.184 3.015 -0.26 -0.04 -0.08 0.02
O -4.961 -0.484 0.515 0.45 0.18 -0.38 -0.07
H -4.231 -0.831 1.053 -0.15 0.02 0.14 0.00
H -4.904 0.487 0.583 -0.20 -0.32 0.33 -0.01
C -3.508 -5.206 0.031 1.13 0.08 -0.41 -0.07
C -2.568 -5.483 1.197 -0.87 0.72 0.22 -0.28
O -1.718 -4.327 1.330 0.42 -0.63 -0.17 -0.13
H -3.905 -4.195 0.108 -0.52 -0.21 0.15 0.08
H -4.237 -5.995 -0.135 -0.33 0.20 0.35 0.07
H -2.897 -5.197 -0.879 0.01 0.03 0.04 0.07
H -2.038 -6.419 1.014 0.36 0.17 0.17 0.11
H -3.102 -5.526 2.153 -0.22 -0.50 -0.19 0.11
H -1.028 -4.566 1.965 0.14 0.16 -0.19 0.09
C -1.888 -1.262 -4.522 -0.13 -0.22 -0.59 -0.07
C -3.065 -1.085 -3.572 0.51 -0.39 0.21 -0.27
O -2.590 -1.401 -2.259 -0.58 0.03 -0.69 -0.14
H -0.948 -0.904 -4.105 -0.10 0.07 0.19 0.06
H -2.027 -0.753 -5.478 -0.15 0.22 0.16 0.07
H -1.752 -2.308 -4.807 0.05 -0.08 0.33 0.08
H -3.854 -1.800 -3.820 -0.19 0.31 -0.21 0.11
H -3.441 -0.060 -3.598 -0.11 -0.01 -0.05 0.11
H -3.274 -1.208 -1.607 -0.26 -0.01 0.11 0.09
C -0.305 6.228 -2.515 -0.26 -0.71 -0.21 -0.09
C 0.862 6.548 -3.432 -0.45 0.03 0.51 -0.31
O 1.831 5.506 -3.342 -0.13 -0.15 -0.11 -0.09
H -0.031 6.004 -1.483 0.21 0.26 -0.01 0.07
H -0.788 5.322 -2.897 0.02 0.03 0.07 0.05
H -1.072 7.001 -2.541 0.17 0.20 0.08 0.08
H 1.326 7.494 -3.143 -0.04 0.10 -0.24 0.11
H 0.429 6.598 -4.434 0.35 0.24 -0.15 0.11
H 2.336 5.504 -4.160 0.13 0.06 0.08 0.08
C 2.664 -1.910 2.119 0.29 0.12 1.12 -0.07
C 4.115 -2.205 1.827 0.10 0.39 -1.27 -0.30
O 4.191 -3.495 1.206 0.23 -0.09 0.47 -0.10
H 2.226 -2.651 2.791 0.00 -0.26 -0.26 0.09
H 2.062 -1.825 1.218 0.00 -0.02 -0.05 0.06
H 2.612 -0.992 2.711 -0.06 0.18 -0.32 0.06
H 4.799 -2.074 2.669 -0.30 -0.46 0.32 0.12
H 4.476 -1.485 1.079 -0.06 0.09 0.21 0.08
H 5.113 -3.689 1.008 -0.04 -0.02 -0.02 0.09
C 3.467 -2.113 -1.677 -0.39 -0.84 0.51 -0.08
C 2.538 -1.249 -2.487 1.03 0.54 -0.51 -0.28
O 3.271 -0.060 -2.869 -0.80 -0.37 0.19 -0.11
H 3.490 -1.794 -0.632 0.32 0.23 -0.30 0.04
H 4.467 -2.197 -2.099 0.06 0.35 -0.04 0.09
H 3.087 -3.138 -1.600 0.18 0.35 -0.38 0.04
H 1.663 -0.982 -1.887 -0.11 -0.06 -0.23 0.08
H 2.251 -1.733 -3.424 -0.33 -0.28 0.20 0.11
H 2.644 0.453 -3.404 0.53 0.47 0.01 0.02
C -0.154 5.453 3.155 -0.23 -0.25 0.18 -0.08
C -1.259 6.039 2.287 0.64 -0.33 -0.07 -0.31
O -2.514 6.028 2.954 -0.10 0.07 -0.09 -0.09
H 0.824 5.560 2.683 0.02 0.25 0.14 0.07
H -0.286 4.383 3.334 -0.24 0.01 -0.15 0.06
H -0.192 5.925 4.141 0.38 0.15 -0.08 0.08
H -1.362 5.423 1.392 -0.23 0.07 0.03 0.10
H -0.980 7.049 1.968 -0.17 0.03 0.05 0.11
H -2.465 6.613 3.717 0.00 -0.05 -0.01 0.10
C -1.576 -1.996 4.371 0.03 0.28 -0.32 -0.06
C -2.136 -1.217 3.179 0.13 0.01 0.62 -0.31
O -3.056 -1.960 2.415 -0.27 -0.01 -0.58 -0.09
H -0.917 -2.792 4.016 0.10 0.02 0.06 0.07
H -2.337 -2.455 5.001 -0.19 0.15 -0.09 0.08
H -0.991 -1.286 4.955 0.13 -0.22 0.15 0.05
H -1.294 -0.831 2.597 -0.05 -0.19 -0.28 0.08
H -2.670 -0.325 3.518 -0.12 -0.11 0.11 0.12
H -2.609 -2.655 1.902 0.10 0.01 0.30 0.05
C 3.926 1.227 0.325 -0.25 -0.81 -0.70 -0.06
C 2.465 1.394 -0.088 0.43 0.19 0.80 -0.29
O 1.866 2.482 0.638 -0.14 0.18 -0.25 -0.11
H 4.016 1.033 1.393 -0.04 0.43 0.11 0.07
H 4.548 2.050 -0.023 -0.01 0.15 0.25 0.08
H 4.307 0.322 -0.159 0.04 0.17 -0.16 0.05
H 1.907 0.507 0.219 -0.09 0.01 -0.13 0.09
H 2.355 1.543 -1.162 0.10 -0.10 -0.02 0.09
H 2.198 3.304 0.259 0.01 -0.05 0.08 0.09
C -5.925 2.593 -0.928 0.24 -0.37 0.03 -0.09
C -5.485 3.315 0.342 0.20 -0.67 -0.84 -0.32
O -5.401 2.356 1.385 0.36 0.43 0.18 -0.11
H -5.123 1.969 -1.337 0.10 0.06 0.11 0.06
H -6.221 3.279 -1.722 -0.17 0.03 0.12 0.07
H -6.726 1.894 -0.679 -0.22 0.22 -0.13 0.08
H -6.210 4.112 0.532 0.19 0.07 0.40 0.11
H -4.481 3.717 0.160 -0.17 0.44 0.14 0.10
H -4.714 2.695 2.014 -0.52 -0.20 -0.18 0.04
C -0.502 2.619 -4.903 0.03 -0.75 0.54 -0.03
C 0.727 1.700 -4.821 0.09 0.57 0.52 -0.42
C 1.167 1.265 -6.205 -0.57 0.72 -0.18 -0.20
O 0.096 0.535 -6.786 1.04 -0.35 0.07 -0.20
C 0.506 -0.138 -7.958 -1.02 -0.40 -0.26 -0.11
N 1.845 2.355 -4.108 -0.26 -0.69 -0.43 0.05
H -0.219 3.653 -5.108 0.02 -0.08 -0.56 0.08
H -0.979 2.665 -3.922 -0.06 -0.13 -0.04 0.05
H -1.201 2.167 -5.607 -0.15 0.51 -0.09 0.08
H 0.467 0.820 -4.223 -0.06 -0.11 -0.22 0.12
H 2.121 0.731 -6.211 -0.11 -0.29 0.16 0.13
H 1.293 2.176 -6.815 0.29 0.01 0.03 0.13
H -0.409 -0.623 -8.302 0.14 0.02 -0.29 0.09
H 1.238 -0.938 -7.810 0.19 0.19 0.39 0.09
H 0.870 0.533 -8.742 0.03 0.18 0.09 0.09
H 2.101 3.173 -4.648 0.12 0.13 0.26 0.06
H 1.475 2.677 -3.220 0.17 0.31 -0.02 0.06
C 1.357 0.950 8.213 0.44 -0.87 0.91 -0.07
C 1.266 0.143 6.943 -1.21 -0.23 -0.93 -0.46
C 0.927 1.022 5.728 0.00 -0.47 0.24 -0.20
O 0.955 0.200 4.569 0.74 0.34 0.06 -0.21
C 0.828 0.952 3.397 -1.56 0.30 -0.88 -0.14
N 2.458 -0.672 6.733 0.99 0.91 -0.56 0.04
H 0.475 1.520 8.500 0.04 0.38 -0.58 0.08
H 2.285 1.527 8.220 -0.25 0.37 0.00 0.08
H 1.448 0.240 9.043 0.22 -0.01 -0.09 0.08
H 0.422 -0.558 7.011 0.10 0.03 0.17 0.13
H 1.651 1.843 5.646 0.00 0.08 -0.13 0.13
H -0.089 1.420 5.825 0.04 0.29 0.13 0.13
H 1.538 1.762 3.205 0.50 -0.33 0.34 0.09
H -0.158 1.445 3.358 0.03 0.12 0.42 0.08
H 0.758 0.285 2.535 0.52 -0.15 0.10 0.07
H 3.225 0.006 6.610 -0.01 -0.28 0.58 0.08
H 2.439 -1.022 5.774 -0.51 -0.36 0.23 0.06
C -1.727 3.110 -1.283 0.15 -0.35 0.25 -0.06
C -1.794 2.013 -0.238 0.54 -0.41 0.31 -0.39
C -1.109 0.765 -0.803 -1.41 -0.23 0.02 -0.19
O -1.220 -0.245 0.178 0.15 0.35 -0.03 -0.18
C -0.752 -1.516 -0.211 0.23 -0.59 0.74 -0.10
N -1.197 2.465 1.037 0.60 -0.44 -0.45 0.06
H -0.675 3.236 -1.563 -0.04 0.21 -0.04 0.07
H -2.108 4.056 -0.903 -0.11 0.02 -0.09 0.07
H -2.271 2.782 -2.169 -0.11 0.26 -0.04 0.07
H -2.820 1.698 -0.025 -0.11 0.21 -0.08 0.13
H -0.070 0.899 -1.121 0.14 0.24 0.04 0.12
H -1.742 0.463 -1.649 0.61 0.10 -0.21 0.11
H 0.335 -1.527 -0.357 0.04 0.14 -0.12 0.06
H -1.266 -1.944 -1.074 0.41 0.26 0.25 0.08
H -0.961 -2.147 0.649 0.15 -0.19 -0.03 0.06
H -1.115 1.650 1.648 -0.40 -0.10 -0.16 0.05
H -0.204 2.597 0.812 -0.10 0.50 0.24 0.06
C 1.144 -4.643 -0.886 -0.31 0.44 0.46 -0.06
C 1.564 -5.884 -0.122 1.08 0.62 0.73 -0.39
C 2.895 -6.412 -0.690 -0.84 -0.13 -0.43 -0.22
O 3.202 -7.616 -0.033 -0.21 -0.27 -0.10 -0.19
C 4.361 -8.267 -0.498 -0.24 -0.19 0.29 -0.11
N 1.800 -5.471 1.293 -0.21 -0.19 -0.62 0.05
H 1.888 -3.867 -0.680 -0.16 -0.30 -0.23 0.04
H 0.221 -4.209 -0.492 -0.14 -0.36 0.03 0.06
H 1.014 -4.789 -1.958 0.18 -0.05 -0.04 0.09
H 0.805 -6.666 -0.141 0.04 -0.11 -0.11 0.13
H 3.708 -5.692 -0.541 -0.08 0.26 0.05 0.12
H 2.761 -6.547 -1.774 0.23 -0.29 0.00 0.13
H 4.351 -9.259 -0.047 0.13 0.02 0.09 0.09
H 5.256 -7.732 -0.171 0.15 0.02 -0.20 0.09
H 4.352 -8.414 -1.581 0.05 0.24 -0.09 0.09
H 2.539 -4.767 1.213 -0.21 -0.06 0.40 0.03
H 2.247 -6.261 1.751 -0.10 0.03 0.12 0.07
```
Forces are in eV/Å.

Computed properties:
LUMO energy in eV: 0.29
Total charge: 0
Frontier orbital gap in eV: 9.42



4.
C4H11N2O2 | the ωB97M-V functional and the def2-TZVPD basis

```
19
Properties=species:S:1:pos:R:3:forces:R:3:lowdin_charge:R:1
C 0.077 0.647 0.435 -1.69 0.17 0.56 -0.07
C 0.682 -1.310 0.240 -1.19 -1.10 1.90 -0.30
C 2.358 0.577 -0.434 -2.75 1.17 0.06 0.05
C -2.639 1.082 -0.408 1.64 -0.11 -1.57 0.00
N -0.234 -0.581 1.106 -0.21 1.08 -2.96 0.06
N 0.982 -0.006 -0.536 0.76 -0.26 -0.09 -0.03
O -0.006 -2.375 -0.311 0.62 1.54 -0.75 0.07
O -2.791 -0.275 -0.367 0.06 2.29 -0.83 -0.04
H 0.568 1.368 1.053 0.13 0.90 -0.07 0.10
H 1.590 -1.482 0.871 -0.36 -1.05 -1.39 0.19
H 3.110 0.015 -0.808 2.06 -2.23 -1.54 0.08
H 2.242 1.481 -1.020 0.54 0.54 0.52 0.13
H 2.484 0.667 0.597 0.73 0.91 1.56 0.09
H -2.463 1.461 -1.461 -0.42 -0.38 1.64 0.10
H -2.823 1.775 0.446 -0.03 -1.05 -0.75 0.09
H -0.135 -0.667 2.068 0.24 -0.07 2.00 0.11
H 0.802 0.089 -1.523 -1.15 -0.62 -0.37 0.18
H -0.929 -2.015 -0.495 1.32 -0.68 0.38 0.14
H -2.874 -0.451 0.548 -0.30 -1.05 1.72 0.07
```
Forces are in eV/Å.

Computed properties:
LUMO energy (alpha / beta) in eV: -4.36 / -3.05
Energy relative to the best compared isomer or geometry (same formula, charge and spin) in kJ/mol: 647.7
Total charge: +1
Frontier orbital gap (alpha / beta) in eV: 6.97 / 9.44



Number 1: E -5727.61054 Ha. Number 2: E -11339.78983 Ha. Number 3: E -2704.08253 Ha. Number 4: E -418.55313 Ha.